# 1
C28H77N7O7 | the ωB97M-V functional and the def2-TZVPD basis

CARTESIAN COORDINATES (ANGSTROEM)
C: -1.613 2.876 -2.220
O: -1.229 3.813 -3.215
C: -2.195 3.941 -4.220
C: -1.791 5.049 -5.166
C: -2.967 5.498 -6.008
N: -0.678 4.658 -6.083
H: -2.643 3.053 -1.901
H: -0.913 2.986 -1.397
H: -1.509 1.852 -2.601
H: -2.297 2.990 -4.771
H: -3.202 4.167 -3.834
H: -1.414 5.900 -4.595
H: -2.761 6.420 -6.552
H: -3.883 5.656 -5.433
H: -3.221 4.751 -6.769
H: -1.125 4.236 -6.897
H: -0.202 3.844 -5.691
C: -5.493 0.047 -0.146
O: -5.527 -0.470 1.167
C: -6.475 0.180 1.984
C: -6.641 -0.613 3.263
C: -7.257 -1.963 2.992
N: -7.544 0.150 4.143
H: -4.644 -0.417 -0.646
H: -5.390 1.137 -0.140
H: -6.406 -0.219 -0.691
H: -6.207 1.226 2.196
H: -7.460 0.229 1.493
H: -5.656 -0.756 3.724
H: -7.199 -2.614 3.867
H: -6.748 -2.489 2.180
H: -8.299 -1.902 2.669
H: -7.037 0.966 4.484
H: -7.710 -0.383 4.992
C: 3.980 -4.273 -1.607
O: 3.114 -5.263 -1.112
C: 2.314 -4.777 -0.072
C: 1.174 -5.713 0.226
C: 0.284 -5.942 -0.978
N: 0.402 -5.149 1.344
H: 4.560 -4.698 -2.421
H: 4.596 -3.838 -0.811
H: 3.400 -3.440 -2.040
H: 2.937 -4.661 0.836
H: 1.922 -3.773 -0.305
H: 1.615 -6.691 0.470
H: 0.776 -6.540 -1.746
H: 0.000 -5.017 -1.492
H: -0.641 -6.454 -0.702
H: -0.188 -5.887 1.720
H: 1.048 -4.971 2.111
C: 2.047 3.720 -0.025
O: 1.603 3.278 -1.273
C: 2.524 2.419 -1.904
C: 1.923 1.821 -3.160
C: 2.918 0.888 -3.835
N: 1.511 2.835 -4.136
H: 3.100 4.027 -0.034
H: 1.895 2.946 0.741
H: 1.466 4.599 0.261
H: 3.460 2.952 -2.145
H: 2.809 1.613 -1.215
H: 1.023 1.262 -2.902
H: 2.409 0.385 -4.654
H: 3.248 0.106 -3.142
H: 3.805 1.432 -4.160
H: 2.292 3.430 -4.385
H: 0.734 3.403 -3.821
C: 3.014 -0.671 0.320
O: 1.768 -0.491 -0.296
C: 0.747 -1.221 0.395
C: -0.199 -1.827 -0.605
C: -0.960 -0.832 -1.449
N: -1.184 -2.686 0.084
H: 3.364 -1.709 0.342
H: 3.046 -0.321 1.363
H: 3.737 -0.043 -0.203
H: 1.175 -1.996 1.037
H: 0.215 -0.498 1.025
H: 0.391 -2.445 -1.303
H: -1.584 -0.162 -0.851
H: -1.627 -1.299 -2.178
H: -0.280 -0.222 -2.051
H: -1.631 -3.247 -0.634
H: -0.715 -3.370 0.682
C: 5.024 1.845 2.110
O: 5.210 0.528 2.560
C: 6.561 0.196 2.723
C: 6.739 -1.284 2.886
C: 5.949 -2.088 1.852
N: 6.314 -1.638 4.264
H: 5.464 2.571 2.803
H: 3.962 2.049 1.999
H: 5.505 1.962 1.128
H: 7.147 0.526 1.842
H: 7.017 0.767 3.544
H: 7.802 -1.517 2.817
H: 6.289 -3.124 1.885
H: 6.081 -1.707 0.834
H: 4.879 -2.056 2.050
H: 6.294 -2.644 4.407
H: 5.337 -1.361 4.338
C: -1.649 3.187 2.075
O: -2.046 2.139 2.918
C: -2.338 0.944 2.229
C: -2.627 -0.161 3.228
C: -1.392 -0.473 4.063
N: -3.092 -1.395 2.581
H: -2.475 3.604 1.486
H: -0.827 2.898 1.410
H: -1.281 3.991 2.717
H: -3.216 1.084 1.574
H: -1.521 0.652 1.554
H: -3.427 0.189 3.887
H: -1.665 -1.117 4.898
H: -0.986 0.462 4.460
H: -0.611 -0.962 3.478
H: -3.957 -1.168 2.083
H: -2.465 -1.686 1.828

Results
Relative energy (zero: lowest compared OMol25 entry of this formula, charge and spin), kJ/mol: 4.9
Orbital gap, eV: 9.2
HOMO level, eV: -8.64
Structure (SMILES): COC[C@H](C)N.COC[C@H](C)N.COC[C@H](C)N.COC[C@H](C)N.COC[C@H](C)N.COC[C@H](C)N.COC[C@H](C)N
Lowest unoccupied orbital energy, hartree: 0.019

Atom charges from the Mulliken analysis, given in e for atoms 1 to 6:
1 C -0.569
2 O -0.249
3 C -0.871
4 C 0.599
5 C -1.587
6 N -0.684



# 2
C28H77N7O7 | the ωB97M-V functional and the def2-TZVPD basis

CARTESIAN COORDINATES (ANGSTROEM)
C: 0.793 2.319 1.507
O: 0.423 0.985 1.219
C: 1.371 0.273 0.469
C: 0.820 -1.047 -0.049
C: 0.377 -1.915 1.132
N: 1.876 -1.720 -0.818
H: 0.101 2.709 2.250
H: 0.658 2.916 0.599
H: 1.836 2.362 1.835
H: 1.732 0.922 -0.350
H: 2.310 0.098 1.017
H: -0.050 -0.775 -0.663
H: -0.532 -1.477 1.544
H: 1.164 -1.984 1.886
H: 0.150 -2.955 0.890
H: 2.024 -1.093 -1.611
H: 1.401 -2.525 -1.226
C: -1.221 -7.994 -1.929
O: -0.216 -6.996 -1.985
C: -0.499 -5.877 -1.180
C: -1.720 -5.058 -1.621
C: -1.599 -4.490 -3.021
N: -1.990 -3.984 -0.639
H: -2.080 -7.723 -2.551
H: -1.522 -8.188 -0.898
H: -0.815 -8.889 -2.397
H: -0.628 -6.149 -0.124
H: 0.415 -5.280 -1.220
H: -2.556 -5.768 -1.561
H: -2.575 -4.065 -3.282
H: -1.401 -5.225 -3.800
H: -0.887 -3.666 -3.073
H: -2.790 -3.458 -0.982
H: -2.345 -4.477 0.178
C: 4.251 6.490 3.915
O: 2.865 6.738 4.027
C: 2.131 5.985 3.094
C: 0.828 6.662 2.777
C: -0.288 5.806 2.205
N: 1.114 7.783 1.820
H: 4.793 7.099 4.635
H: 4.659 6.778 2.939
H: 4.439 5.425 4.068
H: 2.709 5.934 2.159
H: 1.961 4.934 3.370
H: 0.402 7.234 3.609
H: 0.074 5.109 1.446
H: -1.130 6.331 1.753
H: -0.765 5.230 3.004
H: 0.357 8.457 1.801
H: 1.909 8.299 2.191
C: -1.613 2.550 -1.625
O: -0.431 3.213 -1.993
C: -0.476 4.590 -1.686
C: 0.866 5.228 -1.964
C: 1.974 4.678 -1.066
N: 0.712 6.679 -1.719
H: -1.493 1.474 -1.709
H: -2.484 2.860 -2.209
H: -1.822 2.748 -0.567
H: -1.204 5.053 -2.361
H: -0.763 4.770 -0.643
H: 1.120 5.120 -3.019
H: 2.175 3.609 -1.168
H: 1.674 4.800 -0.021
H: 2.907 5.229 -1.185
H: 1.608 7.145 -1.829
H: 0.544 6.797 -0.718
C: -2.972 0.460 2.104
O: -4.157 0.086 2.774
C: -4.524 0.956 3.835
C: -5.376 0.164 4.829
C: -6.496 -0.549 4.093
N: -5.995 1.161 5.730
H: -2.939 1.541 1.939
H: -2.936 -0.014 1.123
H: -2.110 0.102 2.674
H: -3.620 1.345 4.317
H: -5.118 1.779 3.426
H: -4.700 -0.475 5.402
H: -7.201 0.160 3.656
H: -7.100 -1.122 4.806
H: -6.152 -1.231 3.322
H: -5.307 1.540 6.372
H: -6.690 0.699 6.307
C: -2.612 -0.654 -3.690
O: -1.630 0.065 -4.423
C: -0.342 -0.291 -3.965
C: 0.710 0.503 -4.765
C: 2.127 0.108 -4.404
N: 0.498 1.940 -4.676
H: -3.551 -0.633 -4.249
H: -2.850 -0.183 -2.732
H: -2.343 -1.700 -3.545
H: -0.223 -0.194 -2.879
H: -0.050 -1.331 -4.187
H: 0.526 0.212 -5.804
H: 2.289 -0.967 -4.539
H: 2.416 0.491 -3.425
H: 2.852 0.491 -5.128
H: -0.272 2.258 -5.250
H: 0.235 2.253 -3.742
C: 2.514 -5.429 2.267
O: 3.745 -6.000 1.853
C: 4.291 -5.392 0.702
C: 3.535 -5.615 -0.595
C: 3.872 -6.980 -1.201
N: 4.014 -4.615 -1.592
H: 1.783 -5.376 1.458
H: 2.747 -4.412 2.611
H: 2.104 -5.988 3.104
H: 4.400 -4.307 0.872
H: 5.316 -5.766 0.693
H: 2.466 -5.399 -0.535
H: 3.078 -7.276 -1.892
H: 3.949 -7.794 -0.478
H: 4.817 -6.900 -1.733
H: 3.590 -4.661 -2.508
H: 3.759 -3.705 -1.209

Results
Relative energy (zero: lowest compared OMol25 entry of this formula, charge and spin), kJ/mol: 126.5
Orbital gap, eV: 9.3
HOMO level, eV: -8.86
Structure (SMILES): COC[C@H](C)N.COC[C@H](C)N.COC[C@H](C)N.COC[C@H](C)N.COC[C@H](C)N.COC[C@H](C)N.COC[C@H](C)N
Lowest unoccupied orbital energy, hartree: 0.017

Atom charges from the Mulliken analysis, given in e for atoms 1 to 6:
1 C -0.746
2 O -0.241
3 C -0.860
4 C 1.427
5 C -0.951
6 N -0.606



# 3
C28H77N7O7 | the ωB97M-V functional and the def2-TZVPD basis

CARTESIAN COORDINATES (ANGSTROEM)
C: -2.995 20.368 -7.644
O: -3.275 21.544 -8.356
C: -3.109 22.705 -7.559
C: -3.669 23.896 -8.302
C: -3.018 24.071 -9.666
N: -3.449 25.103 -7.505
H: -1.938 20.292 -7.361
H: -3.234 19.517 -8.283
H: -3.629 20.265 -6.753
H: -3.654 22.562 -6.613
H: -2.043 22.822 -7.317
H: -4.746 23.717 -8.439
H: -3.539 24.867 -10.205
H: -3.181 23.175 -10.264
H: -1.958 24.291 -9.556
H: -4.019 25.147 -6.673
H: -3.580 25.931 -8.066
C: 1.025 8.842 -4.510
O: 1.214 10.164 -4.057
C: 1.848 10.990 -4.998
C: 2.060 12.357 -4.370
C: 2.604 13.353 -5.365
N: 2.981 12.296 -3.225
H: 1.899 8.466 -5.052
H: 0.131 8.778 -5.139
H: 0.885 8.197 -3.642
H: 2.819 10.589 -5.329
H: 1.238 11.107 -5.911
H: 1.095 12.680 -3.972
H: 2.891 14.263 -4.834
H: 1.892 13.634 -6.143
H: 3.528 13.013 -5.845
H: 2.625 11.638 -2.537
H: 3.854 11.870 -3.529
C: -2.301 21.856 -3.819
O: -0.915 21.633 -3.745
C: -0.229 22.110 -4.879
C: 1.280 22.077 -4.636
C: 1.803 20.674 -4.895
N: 1.638 22.449 -3.233
H: -2.527 22.924 -3.933
H: -2.752 21.442 -2.923
H: -2.710 21.348 -4.705
H: -0.443 21.435 -5.730
H: -0.610 23.095 -5.186
H: 1.742 22.827 -5.280
H: 2.765 20.524 -4.408
H: 1.877 20.412 -5.949
H: 1.122 19.976 -4.396
H: 0.902 22.059 -2.647
H: 1.514 23.451 -3.109
C: 3.016 16.241 -15.353
O: 3.334 16.165 -13.992
C: 2.259 16.508 -13.175
C: 2.708 16.586 -11.738
C: 3.170 15.231 -11.189
N: 1.599 17.074 -10.942
H: 3.917 15.989 -15.913
H: 2.770 17.272 -15.660
H: 2.177 15.602 -15.644
H: 1.873 17.519 -13.433
H: 1.382 15.861 -13.307
H: 3.565 17.272 -11.697
H: 3.471 14.573 -12.005
H: 2.388 14.710 -10.639
H: 4.051 15.351 -10.556
H: 1.364 18.056 -11.082
H: 1.745 17.023 -9.942
C: -3.658 15.339 -13.787
O: -2.855 16.155 -12.983
C: -1.544 15.664 -12.855
C: -1.427 14.315 -12.154
C: -2.208 14.310 -10.845
N: 0.032 14.082 -11.943
H: -3.158 15.111 -14.739
H: -4.572 15.874 -14.039
H: -3.928 14.413 -13.268
H: -1.076 15.661 -13.852
H: -0.971 16.388 -12.263
H: -1.761 13.485 -12.784
H: -1.944 15.184 -10.242
H: -1.970 13.426 -10.251
H: -3.292 14.381 -10.961
H: 0.108 13.472 -11.130
H: 0.386 14.966 -11.562
C: 3.621 17.764 -6.722
O: 2.238 18.028 -6.701
C: 1.444 16.945 -7.156
C: 0.225 17.549 -7.813
C: -0.849 18.116 -6.895
N: -0.494 16.472 -8.569
H: 3.984 17.650 -7.759
H: 3.914 16.887 -6.141
H: 4.140 18.655 -6.366
H: 1.978 16.379 -7.933
H: 1.184 16.259 -6.344
H: 0.553 18.317 -8.526
H: -0.886 17.547 -5.954
H: -1.856 18.023 -7.294
H: -0.647 19.139 -6.569
H: 0.014 16.082 -9.354
H: -1.296 16.953 -8.965
C: 2.549 20.594 -10.364
O: 1.340 19.953 -10.673
C: 0.187 20.690 -10.264
C: -0.974 20.259 -11.127
C: -2.137 21.226 -11.063
N: -1.437 18.933 -10.651
H: 3.388 20.015 -10.746
H: 2.666 20.736 -9.280
H: 2.597 21.596 -10.811
H: -0.003 20.461 -9.205
H: 0.378 21.770 -10.293
H: -0.599 20.228 -12.157
H: -2.657 21.146 -10.110
H: -2.830 20.953 -11.862
H: -1.848 22.269 -11.195
H: -0.727 18.264 -10.965
H: -2.212 18.635 -11.248

Results
Relative energy (zero: lowest compared OMol25 entry of this formula, charge and spin), kJ/mol: 87.4
Orbital gap, eV: 9.7
HOMO level, eV: -8.98
Structure (SMILES): COC[C@H](C)N.COC[C@H](C)N.COC[C@H](C)N.COC[C@H](C)N.COC[C@H](C)N.COC[C@H](C)N.COC[C@H](C)N
Lowest unoccupied orbital energy, hartree: 0.025

Atom charges from the Mulliken analysis, given in e for atoms 1 to 6:
1 C -1.005
2 O -0.526
3 C -0.468
4 C 0.687
5 C -1.377
6 N -0.670



# 4
C28H77N8O10 | the ωB97M-V functional and the def2-TZVPD basis

CARTESIAN COORDINATES (ANGSTROEM)
N: -26.543 -19.506 -16.343
O: -26.252 -19.562 -17.532
O: -27.378 -18.670 -15.913
O: -25.995 -20.262 -15.533
C: -27.801 -14.866 -19.180
C: -27.902 -15.487 -17.788
C: -28.559 -14.570 -16.733
O: -27.789 -13.360 -16.710
C: -28.412 -12.458 -15.833
N: -28.559 -16.730 -17.859
H: -27.556 -13.807 -19.098
H: -28.774 -14.896 -19.672
H: -27.229 -15.499 -19.858
H: -26.857 -15.676 -17.544
H: -28.527 -14.978 -15.723
H: -29.618 -14.419 -16.940
H: -29.485 -12.281 -15.908
H: -28.001 -11.457 -15.964
H: -28.152 -12.681 -14.799
H: -28.389 -17.230 -16.998
H: -28.153 -17.393 -18.503
C: -29.019 -21.162 -18.608
C: -30.418 -21.079 -17.980
C: -30.494 -20.483 -16.621
O: -31.858 -20.823 -16.079
C: -32.199 -20.241 -14.776
N: -31.383 -20.511 -18.917
H: -28.590 -20.170 -18.466
H: -29.092 -21.432 -19.662
H: -28.248 -21.640 -18.003
H: -30.675 -22.137 -17.924
H: -30.254 -19.420 -16.644
H: -29.688 -20.862 -15.993
H: -31.412 -19.721 -14.230
H: -32.578 -21.072 -14.181
H: -32.985 -19.514 -14.978
H: -31.073 -19.550 -18.959
H: -32.265 -20.500 -18.426
C: -26.638 -19.484 -21.559
C: -26.120 -20.793 -21.138
C: -25.380 -21.458 -22.311
O: -24.199 -20.699 -22.534
C: -23.408 -21.250 -23.605
N: -25.346 -20.764 -19.882
H: -27.279 -19.123 -20.755
H: -27.200 -19.643 -22.480
H: -25.887 -18.749 -21.849
H: -26.971 -21.458 -20.988
H: -26.001 -21.505 -23.206
H: -25.140 -22.493 -22.070
H: -23.138 -22.290 -23.419
H: -22.448 -20.740 -23.675
H: -23.938 -21.194 -24.556
H: -25.556 -21.678 -19.506
H: -25.717 -20.153 -19.167
C: -29.187 -16.793 -13.693
C: -27.832 -16.777 -13.022
C: -26.707 -15.916 -13.547
O: -25.439 -16.206 -13.031
C: -24.816 -17.293 -13.576
N: -27.969 -16.590 -11.551
H: -29.605 -15.787 -13.688
H: -29.941 -17.283 -13.078
H: -29.227 -17.128 -14.730
H: -27.650 -17.800 -13.352
H: -26.907 -14.854 -13.408
H: -26.691 -16.008 -14.633
H: -23.947 -17.543 -12.967
H: -24.402 -17.091 -14.564
H: -25.387 -18.219 -13.639
H: -28.677 -15.880 -11.430
H: -27.115 -16.175 -11.207
C: -29.466 -20.870 -12.476
C: -27.997 -20.697 -11.831
C: -27.946 -20.960 -10.307
O: -28.352 -22.255 -9.973
C: -28.103 -22.650 -8.624
N: -27.189 -21.490 -12.710
H: -29.422 -20.477 -13.492
H: -30.099 -20.287 -11.807
H: -29.777 -21.914 -12.499
H: -27.705 -19.648 -11.779
H: -28.383 -20.102 -9.797
H: -26.862 -20.880 -10.226
H: -27.045 -22.499 -8.415
H: -28.383 -23.689 -8.447
H: -28.780 -22.112 -7.961
H: -27.791 -21.944 -13.383
H: -26.754 -20.935 -13.434
C: -23.964 -21.185 -12.510
C: -23.074 -21.894 -13.599
C: -21.981 -22.908 -13.085
O: -21.361 -23.547 -14.250
C: -20.149 -24.223 -13.899
N: -24.009 -22.515 -14.583
H: -23.363 -20.542 -11.867
H: -24.294 -22.048 -11.932
H: -24.858 -20.657 -12.840
H: -22.480 -21.139 -14.113
H: -22.547 -23.559 -12.419
H: -21.231 -22.395 -12.483
H: -20.157 -25.257 -14.243
H: -19.805 -24.215 -12.865
H: -19.301 -23.772 -14.415
H: -24.484 -21.746 -15.034
H: -24.729 -22.800 -13.935
C: -24.373 -16.539 -17.976
C: -24.171 -17.570 -19.099
C: -23.320 -17.112 -20.323
O: -23.402 -17.959 -21.457
C: -22.877 -17.343 -22.660
N: -23.461 -18.646 -18.468
H: -24.957 -16.887 -17.124
H: -24.811 -15.619 -18.364
H: -23.462 -16.334 -17.412
H: -25.174 -17.818 -19.447
H: -22.290 -16.894 -20.040
H: -23.561 -16.116 -20.693
H: -22.829 -18.092 -23.451
H: -21.872 -16.974 -22.456
H: -23.492 -16.461 -22.837
H: -24.023 -19.030 -17.721
H: -22.751 -18.168 -17.932

Results
Relative energy (zero: lowest compared OMol25 entry of this formula, charge and spin), kJ/mol: 484.2
Orbital gap, eV: 8.4
HOMO level, eV: -5.85
Total charge: -1
Lowest unoccupied orbital energy, hartree: 0.093

Atom charges from the Mulliken analysis, given in e for atoms 1 to 6:
1 N 0.600
2 O -1.109
3 O -0.070
4 O -0.587
5 C -1.921
6 C 2.337